Computed, not measured: a cluster of 2 separate species, C2H3OPS in total in a non-equilibrium geometry, with the ωB97M-V functional and the def2-TZVPD basis.

XYZ file:
```
8
Properties=species:S:1:pos:R:3:nbo_charge:R:1
C -0.323 -0.898 -1.045 -0.22
P 2.329 1.217 -0.345 0.11
H 0.248 -1.376 -1.709 0.22
H -1.098 -0.018 0.932 0.25
H 1.976 1.707 0.957 -0.02
S 3.340 -0.316 0.495 0.79
C -0.817 -0.410 -0.072 -0.25
O 3.736 -1.389 -0.456 -0.88
```

- charge = 0
- 2S+1 = 1
- E_tot (hartree) = -892.639408
- ΔE to the lowest compared entry with this formula, charge and spin (eV) = 3.380
- gap between HOMO and LUMO (alpha / beta) (hartree) = 0.2926 / 0.2927
- E_HOMO (alpha / beta) (eV) = -9.33 / -9.34



Computed, not measured: a structure of composition C17H13ClIrN3O5S in a non-equilibrium geometry, with the ωB97M-V functional and the def2-TZVPD basis.

XYZ file:
```
41
Properties=species:S:1:pos:R:3:mulliken_spin:R:1
C 2.811 0.536 1.597 -0.05
C -4.056 -0.665 -1.130 0.00
H 3.864 1.640 3.106 0.00
H 4.503 0.524 -3.373 0.00
C -2.281 0.266 -2.546 0.01
C -4.525 1.110 -2.680 0.01
H -5.992 0.195 -1.409 0.00
C -2.726 -0.617 -1.556 0.00
H -4.375 -1.392 -0.397 0.00
N 1.655 0.064 1.142 0.21
C -3.199 1.135 -3.102 0.00
S -1.620 -1.703 -0.837 0.00
C -4.953 0.217 -1.706 0.00
H -2.889 1.822 -3.877 0.00
H -2.817 0.783 3.775 0.01
Cl 5.428 1.313 -1.340 0.01
C 0.532 0.299 1.850 0.08
C -1.919 -0.035 2.024 0.15
Ir 1.314 -1.214 -0.739 2.02
H 1.804 2.060 4.443 0.00
O 2.763 -3.671 -0.210 0.22
C 2.901 1.271 2.782 0.00
N -0.561 -0.824 0.135 0.28
O 2.739 -0.403 -1.775 0.11
O 4.347 -1.832 -1.211 0.06
N 2.663 -2.563 -0.128 0.24
O -0.552 -2.081 -1.793 0.08
O -2.269 -2.705 -0.069 0.03
C 3.985 -0.818 -1.785 0.00
H 5.847 -0.519 -2.791 0.00
H -0.722 1.723 4.666 0.00
C -1.898 0.649 3.220 0.03
C -0.710 1.176 3.732 0.28
H -1.255 0.257 -2.885 0.00
H 3.695 0.326 1.005 0.00
C 4.967 0.051 -2.511 0.01
C 0.532 1.004 3.048 0.00
H -5.238 1.790 -3.128 0.00
H -2.839 -0.451 1.636 -0.01
C 1.762 1.502 3.516 0.04
C -0.713 -0.218 1.302 0.19
```

- charge = +2
- 2S+1 = 5
- E_tot (hartree) = -2158.019573
- ΔE to the lowest compared entry with this formula, charge and spin (eV) = 0.586
- gap between HOMO and LUMO (alpha / beta) (hartree) = 0.2427 / 0.2117
- E_HOMO (alpha / beta) (eV) = -15.23 / -15.64



Computed, not measured: a structure of composition C30H35ClN2O8 in a non-equilibrium geometry, with the ωB97M-V functional and the def2-TZVPD basis.

XYZ file:
```
76
Properties=species:S:1:pos:R:3:mulliken_charge:R:1
C -1.974 -3.764 -3.725 -0.63
H -7.091 -1.173 0.295 0.73
H 3.954 -0.279 -0.065 0.23
C 0.279 -3.109 2.188 -0.83
C 2.611 2.992 -5.465 0.36
H -2.235 -1.509 0.510 -0.24
C -1.548 -3.448 -2.417 -0.65
H 2.205 3.376 -7.356 0.34
H -1.299 1.602 1.943 0.26
O -1.768 1.873 2.729 -0.27
H 2.078 1.149 -1.202 -0.08
C 2.608 -2.882 3.242 -0.65
H -0.047 -3.837 1.495 0.32
H -0.055 -1.594 -5.426 0.42
H -6.991 -2.528 2.360 0.35
H -2.148 0.653 -0.746 0.13
O -3.179 0.489 -0.917 -0.54
Cl -0.050 0.975 -0.252 -0.81
C 2.704 0.765 -4.303 -0.34
H 2.436 -3.443 3.987 0.59
H 2.364 4.634 -3.958 0.41
H -0.418 -1.252 -0.691 -0.33
C -2.128 3.192 4.611 -0.60
C -5.288 -0.359 -0.389 -0.45
H -1.816 -3.931 -1.550 0.51
C -0.060 -1.673 -3.175 0.11
C 4.486 -0.515 0.966 -0.34
C 2.234 -1.840 1.452 0.00
N 1.633 -2.560 2.360 0.32
C -1.245 2.733 3.637 0.31
H -2.219 4.856 6.298 0.41
C -1.426 -3.214 -4.907 0.35
C 2.510 2.745 -2.966 -0.14
C -0.348 4.696 5.487 0.19
H 0.029 5.051 7.217 0.34
H 1.434 4.569 4.624 0.62
C -3.943 -0.318 -0.151 0.27
N 3.551 -1.516 1.649 0.33
C 2.855 1.541 -5.502 -0.80
O -1.798 -3.563 -6.106 -0.44
H 0.578 2.981 2.876 1.36
H 5.069 0.691 2.591 0.41
O 2.688 3.817 -6.600 -0.55
C -6.181 -1.266 0.354 -0.85
C 0.069 3.276 3.505 -1.31
C -1.704 4.265 5.560 -0.36
H 4.550 -1.870 3.460 0.44
H 2.729 3.249 -1.898 0.12
C -0.439 -2.138 -4.625 -0.58
H 3.842 1.342 1.521 0.40
O 2.463 0.624 -1.946 -0.24
H 5.504 -1.050 1.017 0.31
C -0.679 -2.483 -2.175 0.18
C -3.352 -1.368 0.553 0.99
O -6.316 -3.074 1.899 -0.53
H 1.517 -1.309 0.638 0.10
C 4.710 0.837 1.587 -1.14
H -3.059 2.918 5.005 0.41
H -1.468 -3.117 -6.724 0.23
C 0.544 4.244 4.508 -0.72
H 5.669 1.155 0.991 0.31
H -0.503 -2.353 2.312 0.34
O -0.214 -2.132 -0.903 0.05
H -5.896 0.429 -0.879 0.30
C 2.483 3.589 -4.155 -0.67
H 2.580 -0.224 -4.503 0.67
C 3.685 -2.014 2.888 -0.39
O 0.002 5.551 6.444 -0.55
H 0.659 -0.884 -3.379 0.12
H 3.091 1.095 -6.438 0.41
C -5.553 -2.219 1.277 0.24
H -2.844 -4.306 -3.847 0.44
H -0.035 -3.893 2.984 0.28
C 2.664 1.362 -3.004 0.44
H -3.623 -2.973 2.058 0.33
C -4.097 -2.331 1.295 -0.74
```

- charge = 0
- 2S+1 = 1
- E_tot (hartree) = -2335.356042
- ΔE to the lowest compared entry with this formula, charge and spin (eV) = 1.644
- gap between HOMO and LUMO (hartree) = 0.2624
- E_HOMO (eV) = -7.25



Computed, not measured: a cluster of 2 separate species, C17H24B2Cl3NO in total in a non-equilibrium geometry, with the ωB97M-V functional and the def2-TZVPD basis.

XYZ file:
```
48
Properties=species:S:1:pos:R:3:nbo_charge:R:1
H 1.719 -0.590 -0.504 -0.06
Cl -0.599 3.415 1.225 -0.34
B 1.177 -0.015 0.380 0.47
C -0.931 -1.422 0.208 -0.20
H -0.187 -4.598 3.821 0.23
C 2.125 -2.071 1.948 -0.18
H -1.683 -1.919 0.849 0.21
C -0.934 1.587 -5.049 -0.21
C 0.465 3.286 -3.309 -0.22
C -0.265 2.698 -5.571 -0.21
C -0.265 1.912 -1.263 0.07
H -0.289 2.909 -6.638 0.21
C 0.074 0.458 3.379 -0.65
Cl -3.288 1.842 1.121 -0.30
Cl -2.884 4.422 -0.485 -0.26
C -0.178 2.164 -2.796 0.03
N 0.137 -0.842 1.172 -0.52
H -0.031 -3.336 -0.247 0.22
C 2.704 -3.094 2.726 -0.20
C 0.751 -1.959 1.910 0.13
H 0.510 -1.993 -1.337 0.23
O -1.589 2.021 -0.937 -0.73
H -1.371 0.442 -3.255 0.21
H 0.343 -0.397 4.037 0.21
H 0.957 4.431 -5.107 0.22
H 2.775 -1.384 1.398 0.24
H -1.159 -2.656 -1.475 0.24
C 0.489 -3.906 3.326 -0.19
H -1.516 -0.687 2.494 0.21
C -0.338 -2.422 -0.782 -0.64
H 1.022 3.937 -2.662 0.22
H 0.394 2.592 -0.806 0.21
B -2.074 2.851 0.101 0.49
C -0.711 -0.025 2.178 -0.22
H 0.197 0.951 -0.704 0.07
H 2.306 -4.823 3.978 0.23
C 0.422 3.570 -4.718 -0.19
C -0.077 -2.841 2.596 -0.23
H -1.423 -0.555 -0.264 0.25
H -1.160 0.787 1.606 0.28
H 1.840 0.720 1.057 -0.05
H 0.980 1.026 3.070 0.23
C -0.883 1.331 -3.673 -0.21
C 1.883 -4.014 3.393 -0.20
H -1.176 -2.694 2.566 0.23
H 3.793 -3.171 2.816 0.23
H -0.609 1.151 3.921 0.26
H -1.442 0.912 -5.697 0.21
```

- charge = 0
- 2S+1 = 1
- E_tot (hartree) = -2222.534917
- ΔE to the lowest compared entry with this formula, charge and spin (eV) = 0.000
- gap between HOMO and LUMO (hartree) = 0.3024
- E_HOMO (eV) = -9.06



Computed, not measured: a structure of composition C25H61BaCuN4O11 in a non-equilibrium geometry, with the ωB97M-V functional and the def2-TZVPD basis.

XYZ file:
```
103
Properties=species:S:1:pos:R:3:mulliken_spin:R:1
C 6.150 1.858 17.994 0.00
C 2.806 8.375 24.930 0.00
C 2.158 14.397 24.288 0.00
H 1.867 8.219 25.460 0.00
N -0.611 4.462 13.055 0.00
N 3.475 10.459 17.874 -0.01
C -2.075 4.477 13.051 0.02
Ba 3.251 8.811 15.511 0.48
H 2.849 4.424 11.573 0.00
C 6.640 7.970 16.951 0.00
H -0.357 3.660 14.846 0.00
H 3.208 6.256 24.393 0.00
H 7.728 1.540 14.221 0.00
H 4.867 -0.166 18.964 0.00
H -0.443 2.389 13.577 0.00
H 4.841 11.749 18.735 0.00
O 1.856 6.025 15.873 -0.05
O 2.801 7.375 22.639 0.00
C 3.304 6.603 21.578 0.00
H 1.279 14.740 23.743 0.00
H 2.880 6.680 20.577 0.00
O -1.847 7.031 12.944 -0.05
O 5.824 9.174 16.922 -0.02
H -2.408 5.780 11.406 0.00
H 6.907 10.570 18.136 0.00
H 3.907 -0.377 20.424 0.00
H 6.069 2.352 12.416 0.00
H 3.423 11.148 25.400 0.00
H 1.912 2.853 14.531 0.00
H -1.725 8.972 13.072 0.02
H 4.342 6.936 21.574 0.00
O 2.006 13.107 24.827 0.00
C -2.550 5.830 12.486 -0.01
C 2.487 10.830 24.941 0.00
H 3.127 0.320 19.014 0.00
H -0.320 4.310 12.100 0.00
H 3.100 12.342 23.385 0.00
O 2.560 4.582 17.517 0.01
C 2.425 5.770 16.975 -0.04
H 0.649 10.544 18.796 0.02
H 7.728 8.012 17.002 0.00
C 5.440 1.925 13.197 0.00
H -2.641 4.327 13.970 0.00
C 6.979 1.854 14.949 0.00
H 2.685 10.254 21.176 0.00
H -3.332 8.524 12.420 0.00
C 2.963 10.835 20.297 0.00
N 2.727 9.628 24.065 0.00
C -0.017 3.352 13.857 -0.01
H 2.896 11.272 18.031 0.00
Cu 0.097 6.764 14.437 0.72
C 4.068 0.271 19.562 0.00
H 1.612 10.658 25.569 0.00
C 3.360 7.256 23.986 0.00
O 2.922 6.851 17.439 -0.05
H 3.029 14.467 23.637 0.00
H 6.432 0.987 15.319 0.00
H 8.121 3.527 15.912 0.00
H 3.315 5.588 21.975 0.00
H 0.237 10.570 20.433 0.00
C -2.276 8.259 12.458 -0.04
H -2.388 3.713 12.339 0.00
H 6.932 1.681 18.732 0.00
C 6.000 9.966 18.112 0.00
H 1.872 4.471 13.821 0.04
H 2.123 15.214 25.009 0.00
C 0.602 11.227 19.644 -0.02
C 7.566 2.613 16.126 0.00
H 2.272 9.167 18.904 0.02
H 1.051 4.035 11.098 0.00
H 2.098 9.309 23.342 0.00
H 8.252 1.866 16.524 0.00
H 5.855 3.450 16.763 0.00
H 1.369 11.759 23.342 0.00
C 3.130 9.789 19.160 -0.02
H 4.457 2.203 12.816 0.00
C 2.047 3.708 11.397 0.00
H 4.015 2.256 17.868 0.00
O 1.961 11.719 19.926 0.00
H 4.803 11.534 17.037 0.00
H 2.209 3.175 10.460 0.00
H 3.649 8.623 25.575 0.00
H 2.932 4.787 18.378 0.00
H 5.838 9.332 18.984 0.00
H 3.815 11.423 20.638 0.00
H 4.449 7.290 23.960 0.00
H 3.880 9.051 19.447 0.00
O 5.980 2.688 14.281 0.00
O 4.453 1.647 19.815 0.00
H 6.507 7.405 17.874 0.00
C 4.833 2.290 18.588 0.00
C 2.238 11.997 23.956 0.00
N 6.667 3.009 17.171 0.00
C 4.814 10.972 17.971 0.01
H 6.416 7.268 16.148 0.00
H 4.833 3.367 18.759 0.00
H 5.893 1.025 17.340 0.00
H -1.996 8.359 11.410 0.00
C 1.533 3.442 13.696 -0.03
H -0.055 11.976 19.203 0.00
H -3.624 5.896 12.660 0.00
O 1.973 2.758 12.468 0.00
H 5.654 0.860 13.109 0.00
```

- charge = +1
- 2S+1 = 2
- E_tot (hartree) = -3701.232763
- gap between HOMO and LUMO (alpha / beta) (hartree) = 0.1718 / 0.2637
- E_HOMO (alpha / beta) (eV) = -7.61 / -10.40



Computed, not measured: a cluster of 2 separate species, C3H10N2O in total in a non-equilibrium geometry, with the ωB97M-V functional and the def2-TZVPD basis.

XYZ file:
```
16
Properties=species:S:1:pos:R:3:mulliken_spin:R:1
H -0.157 -2.372 -2.802 -0.27
H -2.021 -3.661 0.214 -0.88
H -0.538 3.725 -0.578 -0.08
N -1.056 -3.657 -0.115 0.27
H 0.270 4.200 1.481 0.06
O 0.936 2.260 2.019 -0.28
H -0.710 2.124 0.125 -0.02
H 1.779 3.608 0.748 -0.01
N 0.166 -2.553 -1.852 -0.48
C -0.908 -2.903 -1.226 2.93
C 0.776 3.324 1.086 0.27
H -1.843 -2.664 -1.741 -0.51
H -0.240 -3.800 0.467 -0.30
C 0.022 2.881 -0.163 0.29
H 1.803 1.899 1.857 0.07
H 0.677 2.486 -0.938 -0.08
```

- charge = -1
- 2S+1 = 2
- E_tot (hartree) = -304.969293
- ΔE to the lowest compared entry with this formula, charge and spin (eV) = 1.027
- gap between HOMO and LUMO (alpha / beta) (hartree) = 0.0789 / 0.3216
- E_HOMO (alpha / beta) (eV) = 1.28 / -5.27